Entry 1:
100
Properties=species:S:1:pos:R:3 method="wB97M-V/def2-TZVPD" gap_ha="0.257 / 0.325" max_force_ev_per_a=0.82 e_above_lowest_ev=0.245 energy_ha=-4557.00892 charge=+2 spin_multiplicity=8
Gd 0.2603 -0.0282 0.0100
C -2.3263 1.6647 3.2329
C -0.9810 2.0602 3.8162
S 0.2837 0.7779 3.6654
C -0.4440 -0.5163 4.7249
C -0.6356 -1.8784 4.0456
S -1.3438 -1.7769 2.3887
C -3.0569 -2.3147 2.4682
C -3.4934 -2.5588 1.0160
S -2.8774 -1.3963 -0.2423
C -4.0033 0.0055 -0.1057
C -3.9099 0.8460 1.1614
S -2.2827 1.5947 1.4309
H -3.0918 2.3844 3.5252
H -2.6255 0.6767 3.5861
H -1.0952 2.3285 4.8657
H -0.5721 2.9345 3.3054
H -1.3968 -0.1305 5.0853
H 0.2079 -0.6324 5.5898
H -1.2581 -2.5236 4.6659
H 0.3249 -2.3761 3.9246
H -3.6866 -1.5777 2.9637
H -3.1220 -3.2495 3.0239
H -4.5797 -2.5884 0.9320
H -3.1107 -3.5216 0.6802
H -5.0183 -0.3818 -0.2021
H -3.8037 0.6139 -0.9898
H -4.1345 0.2411 2.0382
H -4.6455 1.6491 1.1138
C 1.6366 -1.4858 1.4030
Si 3.1563 -2.0091 0.5017
C 2.4520 -2.5102 -1.1721
N 1.5737 -1.4731 -1.7870
C 2.4222 -0.4743 -2.5163
C 1.7835 -0.0189 -3.8164
C 1.6170 -1.1985 -4.7817
C 1.1172 -2.4622 -4.0437
C 0.5565 -2.0869 -2.6826
C 3.9143 -3.4999 1.3044
C 5.1117 -3.3981 2.0211
C 5.6292 -4.4933 2.7039
C 4.9575 -5.7073 2.6794
C 3.7669 -5.8300 1.9721
C 3.2505 -4.7343 1.2945
C 4.4083 -0.6278 0.4617
C 4.3439 0.3939 1.4205
C 5.3667 1.3302 1.5455
C 6.4611 1.2772 0.6927
C 6.5326 0.2884 -0.2828
C 5.5214 -0.6590 -0.3876
H 1.8614 -1.0797 2.3891
H 1.0368 -2.3917 1.5333
H 1.8432 -3.3945 -0.9527
H 3.2188 -2.8363 -1.8845
H 3.3958 -0.9259 -2.7286
H 2.6177 0.3726 -1.8581
H 2.4183 0.7484 -4.2622
H 0.8211 0.4597 -3.6096
H 2.5786 -1.4053 -5.2548
H 0.9331 -0.9241 -5.5859
H 1.9287 -3.1786 -3.9067
H 0.3498 -2.9801 -4.6207
H 0.1363 -2.9468 -2.1612
H -0.2551 -1.3687 -2.8150
H 5.6552 -2.4588 2.0416
H 6.5603 -4.4001 3.2497
H 5.3639 -6.5619 3.2066
H 3.2467 -6.7797 1.9466
H 2.3173 -4.8539 0.7500
H 3.5064 0.4365 2.1109
H 5.3239 2.0856 2.3218
H 7.2657 1.9956 0.7954
H 7.3897 0.2413 -0.9432
H 5.6170 -1.4473 -1.1298
C -3.5518 1.6205 -4.6096
N -2.6633 1.6315 -3.4391
C -2.3851 2.7104 -2.6307
C -1.5296 2.2520 -1.6786
N -1.2741 0.9085 -1.8871
C -1.9793 0.5828 -2.9563
H -3.8272 2.6434 -4.8443
H -4.4516 1.0485 -4.3987
H -3.0348 1.1905 -5.4629
H -2.8162 3.6829 -2.8032
H -1.0831 2.7972 -0.8681
H -2.0361 -0.3989 -3.4026
C 3.7120 2.9591 -1.3815
P 2.2452 3.2086 -0.4103
C 1.3368 4.5260 -1.1895
C 2.7108 3.7552 1.2189
O 1.4091 1.9297 -0.3359
H 4.3412 3.8505 -1.3265
H 3.4281 2.7897 -2.4219
H 4.2702 2.0983 -1.0080
H 1.9788 5.4038 -1.2909
H 0.4617 4.7936 -0.5962
H 1.0166 4.1988 -2.1798
H 3.4324 4.5730 1.1634
H 3.1566 2.9161 1.7547
H 1.8231 4.0981 1.7537


Entry 2:
98
Properties=species:S:1:pos:R:3 method="wB97M-V/def2-TZVPD" gap_ha=0.188 max_force_ev_per_a=4.77 energy_ha=-2674.76078 charge=+1
C -1.1128 -2.0275 -1.8736
C 1.1149 -1.3007 -1.6753
C -0.8246 -2.7178 -3.0512
C 1.4528 -2.0336 -2.8452
C 0.4766 -2.7325 -3.5396
H -1.6339 -3.2596 -3.5375
H 2.5026 -2.0856 -3.1358
H 0.7269 -3.3036 -4.4312
N -0.1825 -1.3446 -1.1823
P -3.0436 -1.2060 0.0992
P 3.1207 0.7544 -0.7626
C -2.5728 -2.1445 -1.4043
H -3.2373 -1.8490 -2.2339
H -2.7916 -3.2130 -1.2388
C -0.5988 3.7207 1.7803
O -0.3745 4.8327 1.9456
C 2.1959 -0.7005 -0.9090
H 2.7541 -1.4957 -0.3743
C 4.5661 1.1040 -1.8941
C 3.6116 0.9664 1.0185
C -4.2839 0.1716 -0.4211
C -3.7128 -2.5798 1.2108
C 4.4463 2.5881 -2.2998
H 4.7452 3.2524 -1.4772
H 5.1154 2.7834 -3.1499
H 3.4293 2.8654 -2.5945
C 5.9643 0.8913 -1.2827
H 6.1765 1.5222 -0.4146
H 6.1339 -0.1604 -1.0245
H 6.7035 1.1564 -2.0541
C 4.4963 0.1457 -3.0965
H 4.9890 0.6094 -3.9621
H 5.0164 -0.7943 -2.8703
H 3.4788 -0.1241 -3.3819
C 4.2112 2.3686 1.2337
H 3.4738 3.1509 1.0063
H 4.4906 2.4631 2.2938
H 5.1119 2.5670 0.6434
C 2.4155 0.8327 1.9796
H 1.6792 1.6353 1.8048
H 1.9584 -0.1705 1.9279
H 2.7806 0.9413 3.0117
C 4.5968 -0.1554 1.4074
H 5.5468 -0.1049 0.8715
H 4.8230 -0.0629 2.4786
H 4.1593 -1.1478 1.2427
C -4.0861 -1.9695 2.5775
H -4.5333 -2.7601 3.1987
H -3.1987 -1.5870 3.1074
H -4.8161 -1.1512 2.4970
C -2.5784 -3.6060 1.4161
H -2.2483 -4.0653 0.4760
H -1.7048 -3.1575 1.9150
H -2.9600 -4.4135 2.0595
C -4.9214 -3.2821 0.5770
H -5.1182 -4.1996 1.1513
H -5.8304 -2.6734 0.6192
H -4.7425 -3.5764 -0.4647
C -4.1109 0.5321 -1.9066
H -4.5115 -0.2503 -2.5670
H -4.6848 1.4517 -2.1092
H -3.0652 0.7273 -2.1847
C -3.9672 1.4097 0.4547
H -2.9687 1.8422 0.2427
H -4.6997 2.2002 0.2306
H -4.0388 1.1913 1.5338
C -5.7375 -0.2579 -0.2010
H -6.0044 -1.1249 -0.8195
H -5.9681 -0.4718 0.8512
H -6.3902 0.5746 -0.5105
Ba -0.5854 0.3935 1.1614
N 0.8440 1.7533 -0.4117
C 1.4565 1.3781 -1.4308
C 0.9032 1.8723 -2.8828
C 1.6735 1.3360 -4.0641
C -0.5232 1.3597 -3.0491
C 0.8695 3.4021 -2.8948
H 2.7062 1.6913 -4.0995
H 1.6480 0.2398 -4.0724
H 1.1920 1.6735 -4.9965
H -1.1550 1.6724 -2.2097
H -0.9652 1.7539 -3.9787
H -0.5373 0.2664 -3.1100
H 0.4023 3.7674 -3.8213
H 0.2889 3.7565 -2.0375
H 1.8681 3.8434 -2.8303
S 0.2110 -1.7866 3.2018
C -0.4060 -1.0015 4.5847
N -0.7968 -1.8129 5.6325
C -1.3628 -1.3434 6.7873
C -1.5446 0.0185 6.9432
C -1.1332 0.8880 5.9224
C -0.5459 0.3874 4.7601
H -0.6543 -2.8153 5.5127
H -1.6394 -2.0968 7.5196
H -1.9965 0.3956 7.8578
H -1.2669 1.9624 6.0427
H -0.1604 1.0537 3.9806